(1)
Computed, not measured: a 2-piece molecular cluster, C10H16 overall, with ωB97M-V/def2-TZVPD.

Geometry (Å):
C1 -2.145 0.515 1.633
C2 -1.195 -0.240 2.285
C3 0.559 1.172 1.409
C4 -1.713 1.422 0.666
C5 -2.709 2.139 -0.221
C6 1.125 -0.415 -1.523
C7 1.961 -2.755 -1.720
C8 2.121 -1.440 -0.965
C9 -0.379 1.763 0.559
C10 0.146 0.160 2.250
H1 2.042 -1.444 0.124
H2 2.479 -3.579 -1.235
H3 0.302 -0.280 -0.817
H4 0.927 -2.983 -1.966
H5 0.036 2.387 -0.215
H6 0.613 -0.484 -2.484
H7 1.477 0.627 -1.494
H8 -2.885 3.122 0.196
H9 0.764 -0.494 2.857
H10 1.620 1.353 1.293
H11 -2.351 2.187 -1.248
H12 2.397 -2.602 -2.714
H13 -3.683 1.646 -0.224
H14 -1.436 -1.024 2.974
H15 -3.188 0.239 1.655
H16 3.113 -0.992 -1.074

As for the spin multiplicity: 1. As for the lowest unoccupied orbital energy: 1.0 eV. As for the SMILES: Cc1ccccc1.CCC. The value obtained for the total energy is -10628.8538 eV. As for the net charge: 0. The value obtained for the frontier orbital gap is 10.1 eV. For the relative energy (zero: lowest compared OMol25 entry of this formula, charge and spin), the calculation gives 20.5 kcal per mole.



(2)
Computed, not measured: a 2-piece molecular cluster, C10H16 overall, with ωB97M-V/def2-TZVPD.

Geometry (Å):
C1 1.572 -0.518 0.971
C2 0.473 -0.118 0.224
C3 2.930 -0.593 3.149
C4 -0.735 -0.057 2.286
C5 1.609 -0.531 2.386
C6 -0.828 1.533 -4.094
C7 0.385 -0.446 3.055
C8 -1.467 0.618 -3.054
C9 -2.635 -0.218 -3.701
C10 -0.719 0.034 0.904
H1 0.507 0.026 -0.803
H2 3.469 0.356 3.269
H3 2.782 -1.136 4.102
H4 0.329 1.769 -3.867
H5 -2.052 1.177 -2.204
H6 -1.704 0.023 2.805
H7 -3.575 -0.093 -2.960
H8 0.319 -0.577 4.140
H9 -2.351 -1.255 -3.783
H10 -2.834 0.138 -4.698
H11 3.631 -1.256 2.601
H12 -0.785 -0.145 -2.589
H13 -0.585 0.934 -4.983
H14 -1.415 2.398 -4.476
H15 -1.716 0.241 0.249
H16 2.467 -0.828 0.437

As for the spin multiplicity: 1. As for the lowest unoccupied orbital energy: 1.0 eV. As for the SMILES: Cc1ccccc1.CCC. The value obtained for the total energy is -10627.9562 eV. As for the net charge: 0. The value obtained for the frontier orbital gap is 9.9 eV. For the relative energy (zero: lowest compared OMol25 entry of this formula, charge and spin), the calculation gives 41.2 kcal per mole.



(3)
Computed, not measured: C10H16As2Na as an isolated structure, with ωB97M-V/def2-TZVPD.

Geometry (Å):
As1 0.622 1.397 1.744
As2 0.622 1.397 -1.744
Na1 -0.857 -0.130 0.000
C1 0.205 1.982 3.557
C2 0.438 3.045 0.703
C3 0.298 4.256 1.377
C4 0.298 4.256 -1.376
C5 0.206 1.982 -3.557
C6 0.150 5.453 -0.692
C7 0.438 3.045 -0.703
C8 2.563 1.332 1.983
C9 2.563 1.332 -1.983
C10 0.150 5.453 0.692
H1 2.780 0.751 2.879
H2 0.307 1.106 -4.196
H3 2.941 2.345 -2.110
H4 0.307 1.106 4.196
H5 0.038 6.377 1.242
H6 2.780 0.751 -2.879
H7 2.941 2.345 2.110
H8 -0.808 2.364 3.647
H9 0.922 2.733 -3.884
H10 0.305 4.267 -2.459
H11 3.058 0.862 -1.138
H12 3.058 0.862 1.138
H13 -0.808 2.364 -3.647
H14 0.305 4.267 2.459
H15 0.038 6.377 -1.242
H16 0.922 2.733 3.884

As for the spin multiplicity: 1. As for the lowest unoccupied orbital energy: -3.6 eV. The value obtained for the total energy is -136717.6113 eV. As for the net charge: +1. The value obtained for the frontier orbital gap is 8.6 eV.



(4)
Computed, not measured: C10H16Br12Cl6 as an isolated structure, with ωB97M-V/def2-TZVPD.

Geometry (Å):
Br1 4.998 -3.100 -0.918
Br2 3.699 -3.025 2.163
Br3 -3.613 -5.037 -1.383
Br4 1.589 0.709 3.419
Br5 1.383 3.769 2.377
Br6 -1.697 -6.980 -2.878
Br7 -0.571 0.509 -4.230
Br8 -2.784 -1.636 -3.302
Br9 3.019 -5.438 0.183
Br10 -2.357 -7.706 0.240
Br11 0.852 3.202 5.515
Br12 -2.338 -0.874 -6.512
Cl1 -3.378 2.609 2.563
Cl2 4.359 0.380 1.029
Cl3 -0.103 -2.676 -0.273
Cl4 -3.173 -1.367 0.104
Cl5 2.015 1.162 -1.412
Cl6 -2.570 6.544 1.074
C1 -0.516 -1.136 0.537
C2 4.667 0.692 -0.737
C3 -3.402 4.423 2.410
C4 -2.385 4.793 1.380
C5 3.369 -3.473 0.269
C6 -1.704 -0.423 -0.101
C7 -2.179 -6.295 -1.117
C8 -2.283 -0.228 -4.681
C9 3.711 1.670 -1.251
C10 0.693 2.435 3.633
H1 -1.372 4.646 1.717
H2 3.612 2.497 -0.566
H3 5.679 1.159 -0.845
H4 -0.393 2.292 3.420
H5 4.041 2.038 -2.238
H6 2.573 -2.903 -0.178
H7 -4.366 4.709 2.032
H8 4.610 -0.237 -1.280
H9 -1.822 0.554 0.395
H10 -2.330 4.225 0.441
H11 -0.909 -1.471 1.505
H12 0.376 -0.488 0.564
H13 -3.016 0.514 -4.467
H14 -3.012 4.917 3.324
H15 -1.667 -0.193 -1.201
H16 -1.307 -5.761 -0.726

As for the spin multiplicity: 1. As for the lowest unoccupied orbital energy: -0.6 eV. The value obtained for the total energy is -926272.3231 eV. As for the net charge: 0. The value obtained for the frontier orbital gap is 9.5 eV.



(5)
Computed, not measured: C10H16Cl2CrN2 as an isolated structure, with ωB97M-V/def2-TZVPD.

Geometry (Å):
Cr1 0.898 -0.006 0.697
Cl1 1.913 1.588 1.889
Cl2 0.435 -2.156 0.455
N1 -0.240 -1.478 3.336
N2 -0.106 -0.302 2.667
C1 0.978 -0.436 -2.625
C2 -0.905 -1.337 4.498
C3 -1.211 0.019 4.605
C4 2.334 -0.040 -0.493
C5 -0.231 -0.107 -3.505
C6 -1.512 -0.010 -2.677
C7 -0.067 0.952 -0.738
C8 1.140 0.557 -1.427
C9 -1.375 0.995 -1.509
C10 -0.675 0.626 3.456
H1 1.536 1.479 -1.893
H2 -2.235 0.949 -0.823
H3 1.916 -0.396 -3.195
H4 -1.123 -2.173 5.146
H5 2.659 -1.022 -0.862
H6 -0.621 1.679 3.218
H7 -0.325 -0.884 -4.271
H8 -1.739 0.511 5.395
H9 0.029 1.904 -0.169
H10 -1.418 2.004 -1.948
H11 -2.348 0.313 -3.311
H12 0.861 -1.452 -2.216
H13 3.116 0.714 -0.344
H14 0.132 -2.340 2.931
H15 -0.059 0.843 -4.025
H16 -1.754 -0.995 -2.261

As for the spin multiplicity: 4. As for the lowest unoccupied orbital energy (spin up / spin down): 3.1 / 3.1 eV. The value obtained for the total energy is -67077.7453 eV. As for the net charge: -1. The value obtained for the frontier orbital gap (spin up / spin down) is 6.0 / 6.7 eV. For the relative energy (zero: lowest compared OMol25 entry of this formula, charge and spin), the calculation gives 0.0 kcal per mole.



(6)
Computed, not measured: C10H16CuF3N6 as an isolated structure, with ωB97M-V/def2-TZVPD.

Geometry (Å):
Cu1 1.145 2.842 14.563
F1 3.681 3.399 13.288
F2 3.913 2.426 15.225
F3 3.281 4.559 15.025
N1 0.456 4.652 15.410
N2 0.645 4.131 10.076
N3 2.617 2.133 10.776
N4 1.335 1.792 16.632
N5 0.494 4.688 12.240
N6 1.596 1.843 12.729
C1 3.099 3.351 14.513
C2 1.660 2.551 11.651
C3 -0.074 5.304 10.124
C4 0.880 3.764 11.371
C5 3.219 1.034 11.434
C6 1.736 2.822 17.598
C7 0.631 3.876 17.841
C8 0.668 5.046 16.838
C9 -0.135 5.629 11.434
C10 2.610 0.914 12.624
H1 2.098 1.209 16.433
H2 0.660 3.496 9.312
H3 -0.448 5.755 9.222
H4 1.649 5.520 16.864
H5 1.988 2.301 18.544
H6 0.760 4.263 18.827
H7 -0.344 3.329 17.786
H8 2.873 2.585 9.921
H9 -0.670 6.488 11.864
H10 2.667 3.241 17.236
H11 -0.554 4.702 15.239
H12 2.817 0.237 13.456
H13 3.987 0.518 10.906
H14 0.660 1.228 17.116
H15 -0.094 5.792 17.094
H16 0.859 5.380 14.780

As for the spin multiplicity: 2. As for the lowest unoccupied orbital energy (spin up / spin down): -2.4 / -4.3 eV. The value obtained for the total energy is -72356.9523 eV. As for the net charge: +1. The value obtained for the frontier orbital gap (spin up / spin down) is 9.5 / 7.5 eV. For the relative energy (zero: lowest compared OMol25 entry of this formula, charge and spin), the calculation gives 0.0 kcal per mole.



(7)
Computed, not measured: a 2-piece molecular cluster, C10H16FN3O6S2 overall, with ωB97M-V/def2-TZVPD.

Geometry (Å):
S1 -1.276 -2.092 1.017
S2 3.228 1.833 -1.864
F1 -0.086 -3.288 1.379
O1 1.263 -3.316 3.769
O2 -2.631 -2.847 0.889
O3 -1.298 -1.132 2.268
O4 1.930 -1.598 2.940
O5 1.141 2.919 -0.081
O6 1.012 -1.476 4.916
N1 0.053 4.537 -1.625
N2 -0.904 -1.092 -0.366
N3 1.071 3.921 -2.380
C1 1.748 2.939 -1.442
C2 0.003 -1.776 -1.364
C3 -2.719 1.299 0.683
C4 3.471 0.539 -0.517
C5 -3.285 0.094 -0.275
C6 0.086 3.940 -0.226
C7 -2.135 -0.688 -1.150
C8 1.381 -2.096 3.930
C9 1.433 -0.963 -1.633
C10 2.145 -0.416 -0.259
H1 -4.009 0.615 -1.069
H2 -3.991 -0.650 0.331
H3 -0.576 4.193 0.724
H4 -2.764 1.051 1.847
H5 -0.553 -1.767 -2.411
H6 2.186 -1.726 -2.124
H7 0.247 -2.896 -1.128
H8 1.386 0.088 0.500
H9 -2.628 -1.588 -1.757
H10 4.418 -0.093 -0.839
H11 2.558 -1.378 0.313
H12 -1.772 0.083 -1.980
H13 3.774 1.059 0.509
H14 1.141 -0.094 -2.398
H15 -3.421 2.248 0.518
H16 -1.626 1.613 0.358

As for the spin multiplicity: 1. As for the lowest unoccupied orbital energy: 4.0 eV. The value obtained for the total energy is -51760.0080 eV. As for the net charge: -2. The value obtained for the frontier orbital gap is 2.0 eV.



(8)
Computed, not measured: a single C10H16I2 molecule, with ωB97M-V/def2-TZVPD.

Geometry (Å):
I1 2.512 2.195 0.008
I2 3.570 -1.801 0.150
C1 0.827 0.156 -1.582
C2 1.570 -0.952 0.576
C3 -0.270 1.657 1.924
C4 -0.264 0.734 0.745
C5 -2.049 -1.012 0.988
C6 0.260 -1.556 0.121
C7 -0.620 -0.701 1.067
C8 1.027 0.584 -0.112
C9 0.054 1.180 -2.417
C10 0.121 -1.138 -1.329
H1 0.392 2.141 -2.186
H2 -0.181 -0.891 2.056
H3 -0.011 -2.596 0.245
H4 -0.215 2.704 1.643
H5 -0.910 -1.038 -1.538
H6 0.262 1.094 -3.475
H7 1.817 -0.084 -2.035
H8 0.385 -2.013 -1.990
H9 -2.088 -2.087 0.920
H10 1.680 -0.642 1.561
H11 0.539 1.512 2.684
H12 -1.363 1.527 2.402
H13 -1.014 1.090 -0.023
H14 -2.434 -0.640 0.042
H15 -0.976 1.147 -2.298
H16 -2.619 -0.570 1.852

As for the spin multiplicity: 3. As for the lowest unoccupied orbital energy (spin up / spin down): 0.5 / -3.4 eV. The value obtained for the total energy is -26825.4937 eV. As for the net charge: 0. The value obtained for the frontier orbital gap (spin up / spin down) is 5.7 / 5.6 eV.



(9)
Computed, not measured: a 2-piece molecular cluster, C10H16N2 overall, with ωB97M-V/def2-TZVPD.

Geometry (Å):
N1 0.835 0.848 -0.442
N2 -1.231 0.249 3.241
C1 0.097 -0.311 2.975
C2 -0.977 -1.618 1.131
C3 -0.482 0.737 -0.742
C4 -0.183 1.137 2.659
C5 -1.046 -2.399 -0.191
C6 -0.568 0.681 -2.120
C7 0.138 -1.292 1.816
C8 0.736 0.801 -2.658
C9 1.568 0.842 -1.594
C10 1.140 0.632 -4.099
H1 1.304 1.600 -4.582
H2 -1.252 0.629 0.016
H3 -1.449 0.467 -2.713
H4 -0.815 -3.476 0.016
H5 -2.019 -2.269 -0.677
H6 1.136 -1.638 1.516
H7 0.742 -0.585 3.808
H8 2.650 0.902 -1.603
H9 1.230 0.816 0.489
H10 -1.327 0.426 4.249
H11 2.047 0.026 -4.154
H12 -1.930 -1.325 1.563
H13 -0.321 -1.948 -0.882
H14 0.192 1.933 3.325
H15 0.332 0.110 -4.640
H16 -0.286 1.388 1.617

As for the spin multiplicity: 1. As for the lowest unoccupied orbital energy: 0.9 eV. As for the SMILES: C/C=C/[C@H]1CN1.Cc1cc[nH]c1. The value obtained for the total energy is -13607.4339 eV. As for the net charge: 0. The value obtained for the frontier orbital gap is 9.0 eV. For the relative energy (zero: lowest compared OMol25 entry of this formula, charge and spin), the calculation gives 35.0 kcal per mole.



(10)
Computed, not measured: a single C10H16N2O2 molecule, with ωB97M-V/def2-TZVPD.

Geometry (Å):
O1 -3.589 -2.318 -0.112
O2 -0.459 -2.730 0.733
N1 -3.184 -0.067 -0.622
N2 -1.107 -1.503 0.561
C1 2.028 -0.924 -0.035
C2 -3.668 -1.122 0.073
C3 1.116 -0.333 0.972
C4 -0.408 -0.487 0.670
C5 -1.395 3.159 -0.515
C6 -2.290 0.747 -0.385
C7 -1.235 1.694 -0.748
C8 1.853 -0.115 -1.336
C9 3.538 -0.883 0.446
C10 -1.090 0.783 0.480
H1 -0.600 1.248 -1.378
H2 1.307 0.783 1.266
H3 1.300 -0.842 1.956
H4 -0.885 3.339 0.500
H5 3.749 0.036 1.041
H6 -2.403 3.431 -0.425
H7 -0.886 3.701 -1.240
H8 -1.052 -3.401 0.416
H9 1.121 -0.628 -1.921
H10 -1.281 1.359 1.371
H11 1.766 -1.931 -0.242
H12 3.703 -1.734 1.125
H13 -4.494 -0.763 0.773
H14 2.677 -0.253 -1.879
H15 4.181 -1.173 -0.276
H16 1.686 0.925 -1.270

As for the spin multiplicity: 1. As for the lowest unoccupied orbital energy: 0.7 eV. As for the SMILES: CC(C)C/C(=N\O)[C@@H]1/C(=N\C=O)[C@H]1C. The value obtained for the total energy is -17699.0285 eV. As for the net charge: 0. The value obtained for the frontier orbital gap is 9.6 eV. For the relative energy (zero: lowest compared OMol25 entry of this formula, charge and spin), the calculation gives 138.6 kcal per mole.



(11)
Computed, not measured: an isolated ion of composition C10H16N2O2P and charge +1, with ωB97M-V/def2-TZVPD.

Geometry (Å):
P1 0.766 0.137 -0.418
O1 -1.466 1.371 -1.301
O2 -0.397 -0.501 0.484
N1 1.530 1.272 0.560
N2 1.888 -1.118 -0.493
C1 -3.916 -1.160 0.697
C2 -1.790 -0.256 0.383
C3 -2.612 -1.199 0.976
C4 -3.650 0.597 -1.012
C5 3.277 -0.837 -0.496
C6 -2.256 0.721 -0.667
C7 1.524 -2.528 -0.849
C8 2.084 2.364 -0.313
C9 0.907 1.788 1.769
C10 -4.444 -0.244 -0.251
H1 -4.536 -1.957 1.106
H2 3.093 2.710 0.073
H3 -2.064 -1.824 1.834
H4 -4.070 1.246 -1.801
H5 1.334 3.127 -0.167
H6 3.405 0.046 0.159
H7 0.518 -2.769 -0.741
H8 2.331 1.980 -1.300
H9 2.078 -3.353 -0.312
H10 3.794 -1.655 -0.123
H11 -0.071 2.152 1.486
H12 0.787 0.997 2.466
H13 3.788 -0.529 -1.349
H14 1.936 -2.793 -1.916
H15 -5.445 -0.247 -0.668
H16 1.674 2.464 2.184

As for the spin multiplicity: 1. As for the lowest unoccupied orbital energy (spin up / spin down): -5.7 / -5.4 eV. The value obtained for the total energy is -26983.7829 eV. As for the net charge: +1. The value obtained for the frontier orbital gap (spin up / spin down) is 6.4 / 6.9 eV. For the relative energy (zero: lowest compared OMol25 entry of this formula, charge and spin), the calculation gives 61.8 kcal per mole.



(12)
Computed, not measured: a single C10H16N2O3 molecule, with ωB97M-V/def2-TZVPD.

Geometry (Å):
O1 0.728 1.580 3.176
O2 1.524 0.293 0.071
O3 0.585 -0.633 2.699
N1 -0.248 -0.673 -2.596
N2 -0.682 0.045 0.318
C1 0.273 0.495 2.484
C2 0.457 -1.248 -1.451
C3 1.909 -1.423 -1.952
C4 -1.952 -0.639 0.099
C5 0.480 -0.232 -0.298
C6 -2.920 0.396 0.602
C7 0.641 0.275 -3.211
C8 -2.186 0.930 1.841
C9 -0.755 0.969 1.416
C10 2.091 -0.194 -2.896
H1 -3.886 0.036 0.879
H2 -2.061 -0.841 -0.977
H3 2.674 -0.459 -3.721
H4 1.432 1.247 3.750
H5 -2.316 0.131 2.605
H6 1.920 -2.290 -2.559
H7 -0.485 2.025 1.095
H8 -0.334 -1.413 -3.286
H9 0.026 -2.230 -1.214
H10 0.405 0.331 -4.333
H11 -3.042 1.199 -0.170
H12 2.688 -1.530 -1.179
H13 -2.518 1.941 2.187
H14 0.484 1.352 -2.853
H15 -2.014 -1.572 0.664
H16 2.605 0.574 -2.321

As for the spin multiplicity: 1. As for the lowest unoccupied orbital energy: 0.8 eV. As for the SMILES: O=C(O)[C@@H]1CCCN1C(=O)[C@@H]1CCCN1. The value obtained for the total energy is -19752.7671 eV. As for the net charge: 0. The value obtained for the frontier orbital gap is 10.0 eV. For the relative energy (zero: lowest compared OMol25 entry of this formula, charge and spin), the calculation gives 0.0 kcal per mole.